Density functional theory data (ωB97M-V/def2-TZVPD) for a 9-piece molecular cluster, C36H45F27O18 overall.

Summary:
HOMO energy = -11.139 eV
Energy above the lowest of the compared OMol25 structures with the same formula, charge and spin = 138.1 kcal/mol
SMILES string = CCOC(=O)C(F)(F)F.CCOC(=O)C(F)(F)F.CCOC(=O)C(F)(F)F.CCOC(=O)C(F)(F)F.CCOC(=O)C(F)(F)F.CCOC(=O)C(F)(F)F.CCOC(=O)C(F)(F)F.CCOC(=O)C(F)(F)F.CCOC(=O)C(F)(F)F
Gap between HOMO and LUMO = 11.3 eV

Last column: Mulliken charge in e.
Element x y z (Å)
C 3.775703 0.496497 1.020763  -0.325
C 5.141513 0.686977 1.680363  -0.630
O 5.517323 1.987477 1.730453  -0.191
C 6.890633 2.352467 1.771563  0.310
O 7.816553 1.521067 1.748983  -0.518
C 7.239163 3.841927 2.046483  0.853
F 6.206203 4.658257 1.648573  -0.228
F 7.653663 3.988477 3.302043  -0.227
F 8.309923 4.158277 1.354823  -0.242
H 3.919623 0.665977 -0.046317  0.206
H 2.979593 1.151897 1.373963  -0.084
H 3.395793 -0.516973 1.149813  0.326
H 5.859633 0.049757 1.164263  0.391
H 5.135523 0.358967 2.719823  0.328
C -0.112317 1.798477 1.241273  -0.101
C -0.130827 0.280447 1.009773  -0.437
O 0.817533 -0.036353 0.074803  0.075
C 0.809273 -1.211923 -0.539017  0.162
O -0.035447 -2.090603 -0.407767  -0.679
C 1.970773 -1.483283 -1.485907  0.966
F 2.556973 -0.384333 -2.048507  -0.310
F 2.888343 -2.205103 -0.828717  -0.261
F 1.491273 -2.158723 -2.473867  -0.164
H -0.565767 2.390677 0.446433  0.270
H 0.907123 2.143137 1.414613  0.008
H -0.671347 2.021977 2.149923  -0.225
H -1.151537 -0.044833 0.808713  0.241
H 0.165913 -0.226523 1.927943  0.297
C -2.358957 -2.048173 -4.191627  -0.301
C -3.602887 -1.214653 -4.279017  -0.713
O -3.864697 -0.558733 -3.065757  -0.188
C -3.684667 0.705607 -2.885867  0.165
O -3.423477 1.531517 -3.803897  -0.603
C -3.715087 1.226777 -1.476127  1.164
F -3.351607 0.233947 -0.650827  -0.192
F -2.770507 2.192257 -1.362387  -0.272
F -4.931347 1.758207 -1.132557  -0.284
H -2.528067 -2.952023 -3.606337  0.105
H -1.522417 -1.493333 -3.766827  0.188
H -2.115967 -2.167123 -5.247517  0.139
H -4.382137 -1.933053 -4.533557  0.322
H -3.559067 -0.558293 -5.148137  0.439
C 3.359513 -0.406583 -5.449747  -0.792
C 4.261803 -1.625513 -5.594307  -0.144
O 3.830083 -2.619053 -4.800487  -0.057
C 4.380653 -3.881783 -4.934177  0.307
O 5.333843 -4.029353 -5.711677  -0.552
C 3.707863 -4.962363 -4.074017  0.801
F 3.021083 -4.334123 -3.084747  -0.185
F 2.772983 -5.604383 -4.768767  -0.221
F 4.685673 -5.786633 -3.551197  -0.243
H 3.545973 0.497787 -6.028927  0.420
H 3.301843 -0.071333 -4.414187  0.027
H 2.323013 -0.636903 -5.696137  0.091
H 5.268473 -1.313853 -5.315787  0.315
H 4.263403 -1.880623 -6.654027  0.251
C 1.067773 3.654307 8.580593  -1.262
C 0.666113 3.081537 7.226903  -0.020
O 1.285343 3.900417 6.265403  -0.256
C 1.039683 3.844597 4.983713  0.393
O 0.299713 2.995087 4.449703  -0.543
C 1.678713 4.997697 4.119473  0.801
F 2.553293 4.447097 3.275503  -0.185
F 0.703253 5.724657 3.538703  -0.220
F 2.372373 5.818847 5.003553  -0.267
H 0.259973 4.354067 8.794843  0.336
H 1.974903 4.252057 8.491673  0.320
H 1.098873 2.938117 9.401693  0.345
H -0.423837 3.087167 7.217523  0.223
H 1.043463 2.071427 7.067613  0.290
C -2.276887 -5.405653 -1.121607  -1.152
C -1.768147 -4.807033 0.196323  0.510
O -2.761877 -4.585133 1.165003  -0.319
C -3.744097 -3.593893 1.003073  0.358
O -3.774977 -2.680513 0.184323  -0.485
C -4.931777 -3.690243 1.932163  0.787
F -5.058217 -4.930183 2.417913  -0.243
F -4.764797 -2.813133 2.963873  -0.236
F -6.082347 -3.312963 1.456963  -0.236
H -2.900437 -4.691603 -1.659587  0.166
H -2.859077 -6.311123 -0.950507  0.354
H -1.442657 -5.430473 -1.822697  0.423
H -1.305567 -3.841323 -0.007507  -0.068
H -1.115907 -5.512753 0.710763  0.306
C -2.493547 0.531957 3.953943  -0.630
C -3.441167 0.153027 5.056923  -0.508
O -3.072327 -0.959623 5.802073  -0.291
C -1.991907 -0.748573 6.783273  0.497
O -1.528827 0.397847 6.974623  -0.507
C -1.594417 -1.960773 7.615293  0.696
F -1.925087 -3.082423 6.988413  -0.230
F -0.240757 -2.144743 7.709563  -0.260
F -2.104767 -1.973153 8.830253  -0.227
H -2.943957 1.188797 3.209763  0.324
H -2.323497 -0.248923 3.212723  0.238
H -1.532927 0.988367 4.192663  0.195
H -4.322757 -0.194213 4.518113  0.433
H -3.603817 1.049937 5.654583  0.248
C 2.583193 -2.341543 -10.115047  -1.212
C 1.460253 -1.787103 -9.310887  -0.145
O 1.058463 -2.873463 -8.383797  -0.272
C 0.455483 -2.504613 -7.250747  0.389
O -0.043277 -1.336243 -7.103637  -0.623
C 0.378943 -3.612223 -6.235797  0.866
F 0.768213 -3.210383 -5.043547  -0.035
F -0.847287 -3.960153 -6.224737  -0.247
F 1.093843 -4.666673 -6.666017  -0.304
H 3.427373 -2.704443 -9.528757  0.283
H 2.886383 -1.559983 -10.811717  0.398
H 2.302583 -3.171263 -10.763837  0.335
H 0.585043 -1.603513 -9.934107  0.310
H 1.807583 -0.908553 -8.767177  0.304
C -2.492767 5.925547 1.234583  -1.487
C -2.829797 4.449847 1.190283  0.925
O -4.049567 4.248667 1.890843  -0.375
C -4.197597 4.126537 3.226943  0.547
O -3.277677 3.845597 3.968353  -0.570
C -5.578817 4.413527 3.657143  0.839
F -5.996277 3.499137 4.556663  -0.238
F -5.646297 5.592427 4.163923  -0.254
F -6.394257 4.425367 2.628563  -0.251
H -1.594347 6.129077 0.651913  0.446
H -2.283017 6.370267 2.207383  0.337
H -3.278807 6.464297 0.705453  0.348
H -2.035097 3.933707 1.728933  -0.339
H -3.001647 3.995337 0.214583  0.130

Forces on atoms 1 to 3 (eV/Å):
C 0.295 0.356 -0.272
C -0.688 -3.089 0.663
O 3.388 4.957 -0.456